## 1
C5H7ClN2 in the gas phase, computed with ωB97M-V/def2-TZVPD.

The HOMO energy comes out at -8.30 eV.

Each line ends with the Löwdin charge.
CARTESIAN COORDINATES (ANGSTROEM)
C 2.351 -0.952 0.288  -0.062
C 0.814 -0.951 0.205  -0.268
C -0.021 -1.855 -0.366  -0.036
C -1.407 -0.002 0.183  -0.434
C 0.047 0.406 0.433  -0.600
H 2.601 -2.027 0.092  0.091
H 2.738 -0.743 1.211  0.031
H 2.728 -0.183 -0.431  0.073
H 0.104 -2.888 -0.725  0.130
H -2.137 -1.749 -0.577  0.133
H -3.275 0.111 0.115  0.036
H 0.309 0.626 1.458  0.092
N -1.303 -1.251 -0.357  0.032
N -2.482 0.703 0.364  0.124
Cl 0.748 1.813 -0.332  0.657

## 2
C5H7ClN2 in the gas phase, computed with ωB97M-V/def2-TZVPD.

The HOMO energy comes out at -8.74 eV.

Each line ends with the Löwdin charge.
CARTESIAN COORDINATES (ANGSTROEM)
C -0.717 0.423 1.308  -0.410
C -0.813 -1.014 0.733  -0.043
C 0.030 -1.408 -0.244  -0.147
C 0.960 -0.731 -1.207  -0.208
C 0.431 0.196 -2.082  -0.544
H 0.535 2.152 1.369  0.154
H 1.158 0.940 0.218  0.088
H -1.483 1.721 2.842  0.043
H -1.369 -1.780 1.199  0.082
H 0.150 -2.550 -0.511  0.138
H 1.967 -1.373 -1.353  0.155
H -0.646 0.506 -1.983  0.080
N 0.328 1.205 0.817  0.051
N -1.496 0.690 2.474  0.024
Cl 0.963 1.022 -3.580  0.536

We find 1 to be the most stable, with the next structure 222.2 kJ/mol higher.

## 1
A molecular structure, C22H19BiN4, computed with ωB97M-V/def2-TZVPD.

The HOMO energy comes out at -14.20 eV. Its net charge is +2.

Each line ends with the Löwdin charge.
CARTESIAN COORDINATES (ANGSTROEM)
Bi -0.187 -0.176 -0.307  1.884
C 4.397 0.161 -0.518  0.007
C 4.800 -0.004 0.800  0.015
C 3.840 -0.038 1.801  0.041
C 2.496 0.064 1.450  -0.212
N 2.130 0.209 0.173  -0.099
C 3.042 0.268 -0.788  -0.115
C 1.409 0.007 2.430  -0.188
C 1.645 0.097 3.802  0.042
C 0.585 0.038 4.690  0.019
C -0.703 -0.070 4.186  0.011
C -0.875 -0.146 2.816  -0.086
N 0.152 -0.124 1.969  -0.055
H 5.114 0.192 -1.321  0.129
H 5.843 -0.115 1.050  0.134
H 4.137 -0.166 2.828  0.122
H 2.676 0.406 -1.796  0.125
H 2.642 0.235 4.187  0.124
H 0.760 0.080 5.755  0.137
H -1.557 -0.093 4.842  0.130
H -1.860 -0.220 2.386  0.103
C -3.361 -0.800 0.174  -0.182
N -2.346 0.242 0.204  -0.230
C -2.644 1.507 0.135  -0.047
C -1.615 2.438 -0.037  -0.306
C -1.546 3.836 0.013  0.031
C -0.209 4.180 -0.170  -0.032
C 0.502 3.005 -0.343  -0.113
N -0.334 1.950 -0.266  -0.190
C -4.096 -0.801 -1.149  -0.241
C -5.479 -0.702 -1.207  -0.031
C -6.127 -0.731 -2.432  -0.049
C -5.398 -0.844 -3.604  -0.053
C -4.016 -0.931 -3.550  -0.060
C -3.370 -0.911 -2.328  -0.067
H -4.076 -0.651 0.987  0.132
H -2.862 -1.764 0.321  0.121
H -3.677 1.832 0.212  0.167
H -2.361 4.515 0.178  0.128
H 0.196 5.172 -0.181  0.117
H 1.552 2.876 -0.515  0.111
H -6.059 -0.615 -0.302  0.116
H -7.204 -0.668 -2.473  0.117
H -5.901 -0.868 -4.558  0.117
H -3.442 -1.024 -4.459  0.113
H -2.290 -0.985 -2.286  0.061

## 2
A molecular structure, C22H19BiN4, computed with ωB97M-V/def2-TZVPD.

The HOMO energy comes out at -14.50 eV. Its net charge is +2.

Each line ends with the Löwdin charge.
CARTESIAN COORDINATES (ANGSTROEM)
Bi 0.061 -1.307 -1.275  1.891
C 4.343 -0.047 -1.476  -0.006
C 4.342 1.331 -1.655  0.017
C 3.140 1.987 -1.854  0.036
C 1.946 1.280 -1.862  -0.190
N 1.965 -0.058 -1.668  -0.079
C 3.136 -0.703 -1.491  -0.118
C -0.694 1.291 -2.116  -0.546
C -1.332 2.646 -1.966  -0.157
C -2.785 2.487 -1.687  0.036
C -3.337 1.451 -2.339  -0.021
C -2.534 0.485 -3.112  -0.074
N -1.249 0.356 -3.054  0.055
H 5.258 -0.603 -1.335  0.132
H 5.272 1.885 -1.655  0.136
H 3.115 3.055 -2.027  0.142
H 3.087 -1.779 -1.366  0.114
H -1.248 3.162 -2.930  0.176
H -3.380 3.197 -1.127  0.131
H -4.406 1.285 -2.331  0.119
H -3.071 -0.219 -3.741  0.130
C 0.870 -1.973 1.961  -0.146
N 0.429 -0.966 0.956  -0.132
C 0.200 0.250 1.304  -0.027
C -0.233 1.168 0.273  -0.301
C 0.065 2.474 0.194  0.081
C -0.026 3.051 -1.187  -0.086
C 0.665 1.996 -2.188  -0.094
N -0.760 0.541 -0.851  -0.163
C -0.314 -2.508 2.717  -0.247
C -0.559 -2.095 4.020  -0.036
C -1.678 -2.561 4.698  -0.049
C -2.554 -3.435 4.073  -0.052
C -2.309 -3.857 2.772  -0.057
C -1.189 -3.397 2.099  -0.058
H 1.586 -1.492 2.629  0.130
H 1.392 -2.766 1.424  0.119
H 0.374 0.585 2.325  0.165
H 0.451 3.038 1.032  0.138
H 0.291 4.085 -1.258  0.152
H 0.779 2.482 -3.157  0.172
H 0.132 -1.424 4.518  0.117
H -1.858 -2.248 5.717  0.118
H -3.421 -3.803 4.605  0.118
H -2.980 -4.557 2.294  0.115
H -0.981 -3.769 1.098  0.100

We find 1 to be the most stable, with the next structure 283.5 kJ/mol higher.

## 1
C2H3N3S2 in the gas phase, computed with ωB97M-V/def2-TZVPD.

The HOMO energy comes out at -9.47 eV.

Each line ends with the Löwdin charge.
CARTESIAN COORDINATES (ANGSTROEM)
C -0.799 0.229 0.165  -0.806
C -0.032 -1.274 -1.364  -0.237
H 0.028 2.173 1.585  -0.069
H 0.612 -1.827 -2.123  0.137
H 2.651 -0.288 0.994  -0.045
N -1.797 -0.354 -0.335  -0.009
N -1.379 -1.239 -1.374  0.013
N 0.447 -0.410 -0.402  -0.413
S -0.857 1.020 1.701  0.750
S 2.158 0.245 -0.356  0.678

## 2
C2H3N3S2 in the gas phase, computed with ωB97M-V/def2-TZVPD.

The HOMO energy comes out at -8.70 eV.

Each line ends with the Löwdin charge.
CARTESIAN COORDINATES (ANGSTROEM)
C 0.008 -1.491 -0.169  -0.231
C -1.184 0.130 0.531  -0.995
H 1.361 2.502 0.956  -0.049
H 1.366 -0.729 -1.368  0.156
H 0.360 -2.548 -0.504  0.158
N 0.067 0.646 -0.176  -0.571
N 0.835 -0.495 -0.523  0.005
N -1.203 -1.238 0.227  0.068
S 0.542 2.238 -0.310  0.709
S -2.151 0.985 1.335  0.750

## 3
C2H3N3S2 in the gas phase, computed with ωB97M-V/def2-TZVPD.

The HOMO energy comes out at -8.91 eV.

Each line ends with the Löwdin charge.
CARTESIAN COORDINATES (ANGSTROEM)
C -0.055 -0.504 0.541  -0.718
C -1.008 0.227 1.338  -0.173
H 2.111 -0.555 -0.030  -0.062
H -1.148 -0.069 2.314  0.077
H 1.173 0.781 -2.162  -0.209
N -1.719 0.916 0.536  -0.003
N -1.228 0.872 -0.681  -0.031
N -0.206 0.064 -0.664  -0.490
S 1.379 -1.390 0.974  0.730
S 0.701 -0.342 -2.165  0.878

## 4
C2H3N3S2 in the gas phase, computed with ωB97M-V/def2-TZVPD.

The HOMO energy (spin up / spin down) comes out at -7.16 / -7.97 eV.

Each line ends with the Löwdin charge.
CARTESIAN COORDINATES (ANGSTROEM)
C -0.962 1.005 -0.025  -0.384
C -0.700 -0.288 -0.275  -0.788
N -0.968 2.194 0.167  0.191
N 0.315 -1.128 -0.016  -0.065
N 1.665 -0.850 0.117  -0.516
S -2.356 -0.554 -0.387  0.757
S 2.608 0.490 -0.460  0.443
H -1.666 2.931 0.228  0.105
H -0.005 -1.987 0.460  0.159
H 2.069 -1.813 0.192  0.099

We find 1 to be the most stable, with the next structure 20.7 kJ/mol higher.

## 1
A molecular structure, C5H11NS2, computed with ωB97M-V/def2-TZVPD.

The HOMO energy comes out at -8.67 eV.

Each line ends with the Löwdin charge.
CARTESIAN COORDINATES (ANGSTROEM)
C -2.266 -0.263 0.905  -0.482
C -0.334 -0.453 -0.912  -0.708
C -0.422 -1.991 -0.577  -0.383
C 0.918 -0.172 0.078  -0.682
C 1.946 0.884 -0.081  -0.327
H -2.758 -1.284 0.775  0.021
H -2.853 0.873 1.682  0.171
H -1.059 -0.332 1.508  0.101
H 0.055 -0.288 -1.879  0.077
H -0.569 -2.538 -1.568  0.093
H -1.166 -2.268 0.203  0.051
H 0.419 -0.148 1.125  0.076
H 2.649 0.479 -1.018  0.143
H 2.513 1.336 0.922  0.146
H 1.627 3.123 0.622  0.198
H 0.376 2.233 -0.649  -0.002
N 1.363 2.292 -0.362  -0.092
S -1.884 0.424 -0.711  0.766
S 1.445 -1.908 -0.064  0.831

## 2
2 unconnected molecules or ions with the total composition C5H11NS2, computed with ωB97M-V/def2-TZVPD.

The HOMO energy comes out at -6.85 eV.

Each line ends with the Löwdin charge.
CARTESIAN COORDINATES (ANGSTROEM)
C -4.596 -2.548 0.717  -0.113
C 3.177 -0.571 -0.396  -1.067
C -5.182 -3.271 -0.204  -0.113
C 2.892 2.182 0.157  -0.408
C 0.698 2.998 -0.329  0.143
N 1.481 2.045 0.001  -0.045
S 1.858 -1.020 0.936  0.198
S 3.755 0.892 -0.983  0.795
H -3.835 -2.851 1.458  0.053
H -5.005 -1.488 0.849  0.068
H 2.861 -1.164 -1.241  -0.010
H 4.076 -0.893 0.177  -0.007
H -5.829 -2.679 -0.861  0.045
H -4.936 -4.315 -0.502  0.060
H 3.488 3.094 -0.074  0.094
H 3.154 1.801 1.149  0.079
H 0.990 4.025 -0.488  0.112
H -0.262 2.672 -0.690  0.108
H 1.215 1.092 0.324  0.008

We find 2 to be the most stable, with the next structure 131.2 kJ/mol higher.

## 1
2 unconnected molecules or ions with the total composition C10H23N4O3S, computed with ωB97M-V/def2-TZVPD.

The HOMO energy comes out at -12.42 eV. Its net charge is +1.

Each line ends with the Löwdin charge.
CARTESIAN COORDINATES (ANGSTROEM)
C 0.436 1.524 2.250  -0.056
O 1.649 0.820 1.945  -0.127
C 1.465 -0.165 0.998  -0.193
N 0.496 -1.184 1.469  -0.031
C -0.168 -1.919 0.539  -0.328
N -0.811 -1.352 -0.459  0.139
C -1.533 -2.052 -1.526  -0.100
C -3.052 -2.147 -1.297  -0.219
O -3.465 -3.495 -1.422  -0.048
N -0.149 -3.252 0.819  0.127
C 0.983 -3.426 1.775  -0.129
C 0.857 -2.117 2.541  -0.574
S -0.446 -2.170 3.828  0.816
H -0.411 1.015 1.792  0.080
H 0.278 1.546 3.327  0.097
H 0.471 2.538 1.856  0.089
H 2.443 -0.607 0.793  0.155
H 1.012 0.213 0.079  0.088
H -0.824 -0.333 -0.476  0.134
H -1.155 -3.071 -1.603  0.117
H -1.291 -1.541 -2.456  0.133
H -3.305 -1.727 -0.319  0.126
H -3.577 -1.561 -2.053  0.122
H -3.847 -3.813 -0.605  0.090
H -0.123 -3.848 0.001  0.148
H 0.894 -4.310 2.398  0.123
H 1.913 -3.462 1.196  0.134
H 1.735 -1.792 3.093  0.120
H -1.468 -2.090 2.965  -0.131
C 0.648 2.417 -0.995  -0.350
O -0.463 1.927 -0.805  -0.014
N 0.902 3.516 -1.703  -0.177
C 2.248 4.031 -1.872  -0.036
C -0.214 4.225 -2.319  -0.021
H 1.562 1.957 -0.585  0.125
H 2.330 5.039 -1.465  0.098
H 2.522 4.058 -2.927  0.097
H 2.950 3.387 -1.345  0.088
H -0.925 4.554 -1.562  0.098
H -0.739 3.577 -3.020  0.096
H 0.175 5.090 -2.849  0.092

## 2
2 unconnected molecules or ions with the total composition C10H23N4O3S, computed with ωB97M-V/def2-TZVPD.

The HOMO energy comes out at -11.95 eV. Its net charge is +1.

Each line ends with the Löwdin charge.
CARTESIAN COORDINATES (ANGSTROEM)
N 2.442 2.289 1.272  -0.009
C 1.909 1.819 -0.016  -0.278
C 1.333 0.402 0.058  -0.162
C -0.181 0.228 0.174  -0.100
N -0.757 0.107 1.588  0.009
C -1.865 -0.860 1.730  -0.068
C -3.191 -0.054 1.733  -0.270
C -4.064 -0.166 0.482  -0.191
S -5.140 1.263 0.351  0.694
O -4.429 2.223 -0.449  -0.334
O -5.593 1.605 1.666  -0.314
N -2.681 1.300 2.006  0.173
C -1.342 1.298 1.920  -0.331
N -0.662 2.443 2.127  0.227
H 2.249 3.267 1.449  0.064
H 2.053 1.770 2.049  0.055
H 2.747 1.790 -0.715  0.108
H 1.178 2.519 -0.447  0.106
H 1.810 -0.126 0.886  0.127
H 1.584 -0.115 -0.867  0.092
H -0.428 -0.732 -0.273  0.123
H -0.730 0.998 -0.380  0.133
H -1.792 -1.703 1.049  0.138
H -1.768 -1.278 2.733  0.134
H -3.747 -0.438 2.584  0.151
H -4.683 -1.062 0.506  0.120
H -3.454 -0.151 -0.422  0.110
H -6.191 0.780 -0.352  0.092
H -3.034 2.101 1.486  0.142
H -0.822 2.965 2.972  0.139
H -0.015 2.810 1.448  0.096
C 4.475 -3.337 -1.836  -0.019
C 3.406 -2.535 -2.530  -0.496
O 2.408 -2.166 -1.946  0.040
C 3.635 -2.217 -3.984  -0.020
H 4.202 -3.505 -0.798  0.082
H 4.608 -4.296 -2.339  0.090
H 5.428 -2.807 -1.883  0.090
H 3.740 -3.140 -4.556  0.090
H 4.560 -1.651 -4.101  0.089
H 2.801 -1.640 -4.376  0.081

We find 1 to be the most stable, with the next structure 145.5 kJ/mol higher.

## 1
C3H5FO2 in the gas phase, computed with ωB97M-V/def2-TZVPD.

The HOMO energy comes out at -10.27 eV.

Each line ends with the Löwdin charge.
CARTESIAN COORDINATES (ANGSTROEM)
C -0.947 -0.375 0.048  -0.441
C 0.225 -1.335 0.373  0.023
C -0.412 0.944 -0.423  0.036
O -2.098 -0.560 0.143  0.142
O 1.235 1.046 -0.636  -0.112
F 1.817 1.725 0.389  -0.089
H 1.070 -0.662 0.727  0.101
H 0.025 -1.985 1.088  0.022
H 0.541 -1.904 -0.489  0.095
H -0.631 1.824 0.111  0.110
H -0.825 1.281 -1.333  0.111

## 2
2 unconnected molecules or ions with the total composition C3H5FO2, computed with ωB97M-V/def2-TZVPD.

The HOMO energy comes out at -9.40 eV.

Each line ends with the Löwdin charge.
CARTESIAN COORDINATES (ANGSTROEM)
C -1.425 -1.244 -0.499  0.045
C -0.259 -0.375 -0.302  -0.246
C 1.569 0.715 0.406  0.007
O -0.950 -0.804 0.752  0.126
O 0.912 0.001 -0.658  0.073
F -1.429 1.721 -0.282  -0.539
H -2.239 -0.566 -0.638  0.121
H -1.380 -2.245 -0.626  0.095
H 0.821 1.450 0.797  0.117
H 2.430 1.309 -0.037  0.128
H 1.950 0.038 1.088  0.072

## 3
2 unconnected molecules or ions with the total composition C3H5FO2, computed with ωB97M-V/def2-TZVPD.

The HOMO energy comes out at -9.87 eV.

Each line ends with the Löwdin charge.
CARTESIAN COORDINATES (ANGSTROEM)
C 0.570 -0.681 -0.527  -0.324
C -0.495 -0.049 0.241  -0.419
C 0.330 0.746 -0.585  -0.202
H 0.764 -1.110 1.831  0.358
H 0.134 -1.377 -1.338  0.194
H -0.329 0.265 1.311  0.158
H -2.207 0.607 0.350  0.189
H 0.266 1.228 -1.481  0.134
O 1.785 -1.114 0.096  -0.081
O -1.796 -0.284 -0.052  0.005
F 0.977 1.770 0.155  -0.012

We find 2 to be the most stable, with the next structure 8.9 kJ/mol higher.